1.
{"formula": "C18H13F3N2O5STi", "method": "ωB97M-V with the def2-TZVPD basis set", "e_homo_ev": [-11.31, -11.32], "charge": 1, "spin_multiplicity": 2, "elements": ["Ti", "C", "O", "C", "C", "C", "C", "C", "C", "N", "N", "C", "C", "O", "C", "C", "C", "C", "C", "C", "C", "C", "H", "H", "H", "H", "H", "H", "H", "H", "H", "H", "H", "H", "H", "F", "C", "F", "F", "S", "O", "O", "O"], "positions_angstrom": [[1.219, 1.303, -0.046], [3.223, 1.527, 2.384], [2.037, 0.894, 1.830], [1.363, -0.050, 2.627], [1.710, -0.305, 3.937], [1.002, -1.292, 4.615], [-0.012, -2.001, 3.987], [-0.349, -1.731, 2.671], [0.328, -0.729, 1.992], [0.119, -0.354, 0.641], [-0.600, -1.127, -0.057], [-0.621, -0.966, -1.411], [0.422, -0.349, -2.129], [1.446, 0.242, -1.498], [0.455, -0.392, -3.536], [-0.553, -1.013, -4.207], [-1.636, -1.648, -3.538], [-2.663, -2.283, -4.266], [-3.693, -2.900, -3.610], [-3.726, -2.899, -2.206], [-2.744, -2.281, -1.474], [-1.673, -1.647, -2.129], [3.921, 0.753, 2.694], [2.932, 2.160, 3.219], [3.639, 2.129, 1.583], [2.504, 0.232, 4.432], [1.256, -1.510, 5.643], [-0.543, -2.772, 4.526], [-1.133, -2.280, 2.171], [1.286, 0.076, -4.043], [-0.541, -1.037, -5.290], [-2.622, -2.271, -5.348], [-4.482, -3.388, -4.166], [-4.543, -3.388, -1.693], [-2.793, -2.276, -0.395], [0.458, 3.579, 1.892], [0.528, 4.612, 1.023], [1.445, 5.462, 1.439], [-0.649, 5.195, 0.948], [1.000, 3.889, -0.607], [1.060, 4.894, -1.591], [-0.016, 2.802, -0.752], [2.241, 3.137, -0.261]], "forces_ev_per_a": [[0.023, -0.331, -0.321], [-0.096, 0.003, 0.011], [-0.021, 0.009, -0.046], [0.121, 0.157, 0.145], [-0.124, -0.103, -0.029], [0.034, 0.031, 0.011], [-0.017, -0.009, -0.010], [-0.072, 0.060, 0.072], [0.100, -0.035, 0.012], [-0.021, 0.055, -0.081], [0.081, 0.068, -0.058], [-0.058, -0.047, 0.096], [0.105, 0.120, 0.035], [-0.047, -0.020, -0.079], [-0.082, -0.084, 0.021], [0.025, 0.010, -0.027], [-0.008, -0.003, -0.014], [-0.004, -0.002, 0.051], [0.010, 0.005, -0.023], [-0.021, -0.013, 0.028], [-0.004, -0.004, -0.023], [-0.001, -0.004, -0.042], [0.019, 0.019, -0.019], [0.025, -0.003, 0.007], [0.025, 0.006, 0.017], [0.006, -0.008, 0.011], [0.004, 0.006, -0.001], [-0.001, 0.000, 0.000], [0.007, 0.016, -0.037], [0.000, 0.000, -0.010], [0.021, 0.011, 0.000], [0.000, -0.002, -0.003], [0.001, 0.000, -0.003], [0.000, -0.001, -0.003], [0.016, 0.010, 0.002], [0.016, 0.034, -0.006], [-0.035, 0.078, -0.054], [-0.009, -0.024, -0.015], [0.034, -0.016, 0.012], [-0.010, 0.112, 0.088], [0.001, 0.059, -0.006], [-0.046, -0.126, 0.168], [0.005, -0.040, 0.128]], "lowdin_charge": [1.2170, 0.0101, -0.2281, -0.1841, 0.0061, -0.0396, -0.0485, 0.0138, -0.1657, -0.0282, 0.1489, -0.1222, -0.2535, -0.1311, 0.0218, 0.0297, -0.1560, -0.0138, -0.0547, -0.0490, -0.0157, -0.0926, 0.1160, 0.1152, 0.0962, 0.1185, 0.1198, 0.1179, 0.1183, 0.1319, 0.1308, 0.1212, 0.1133, 0.1135, 0.1067, 0.1192, -0.6623, 0.1888, 0.1945, 0.6159, -0.1631, -0.3330, -0.3440]}



2.
{"formula": "C18H13N4O4Pt", "method": "ωB97M-V with the def2-TZVPD basis set", "e_homo_ev": -12.46, "charge": 1, "e_above_lowest_kj_mol": 47.2, "elements": ["Pt", "C", "C", "N", "C", "C", "C", "C", "C", "C", "C", "C", "C", "N", "C", "H", "H", "H", "H", "H", "H", "H", "H", "C", "C", "N", "C", "C", "N", "C", "O", "O", "C", "O", "O", "H", "H", "H", "H", "H"], "positions_angstrom": [[0.026, -0.534, 0.000], [4.191, -1.542, 0.000], [2.812, -1.653, 0.000], [2.010, -0.586, 0.000], [2.577, 0.667, 0.000], [3.996, 0.853, 0.000], [4.799, -0.283, 0.000], [4.472, 2.193, 0.000], [3.611, 3.250, 0.000], [2.194, 3.071, 0.000], [1.289, 4.121, 0.000], [-0.091, 3.810, 0.000], [-0.501, 2.508, 0.000], [0.336, 1.439, 0.000], [1.700, 1.741, 0.000], [4.795, -2.434, 0.000], [2.328, -2.621, 0.000], [5.874, -0.187, 0.000], [5.539, 2.364, 0.000], [3.978, 4.266, 0.000], [1.626, 5.143, 0.000], [-0.816, 4.606, 0.000], [-1.552, 2.272, 0.000], [-3.918, 0.915, 0.000], [-3.363, -0.457, 0.000], [-2.113, -0.924, 0.000], [-2.234, -2.304, 0.000], [-3.562, -2.659, 0.000], [-4.237, -1.477, 0.000], [-4.331, -3.950, 0.000], [-3.657, -5.061, 0.000], [-5.534, -3.876, 0.000], [-1.031, -3.165, 0.000], [-1.126, -4.383, 0.000], [0.069, -2.512, 0.000], [-3.156, 1.680, 0.000], [-4.547, 1.051, 0.882], [-4.547, 1.051, -0.882], [-5.249, -1.420, 0.000], [-2.658, -4.971, 0.000]], "forces_ev_per_a": [[-1.269, -0.751, 0.000], [0.983, 1.187, 0.000], [-0.916, 0.036, 0.000], [1.071, 0.910, 0.000], [1.697, -1.861, -0.001], [-1.728, 0.141, 0.001], [-0.485, -1.257, 0.000], [-0.165, 0.807, -0.001], [0.498, -0.333, 0.001], [0.153, -1.135, -0.001], [-2.012, -0.442, 0.000], [2.080, 1.344, 0.000], [0.236, -2.180, -0.001], [0.924, 2.265, 0.000], [-1.990, 1.384, 0.000], [0.001, -0.129, 0.000], [-0.093, 0.099, 0.000], [0.119, -0.016, 0.000], [0.050, 0.019, 0.000], [0.141, 0.025, 0.000], [0.054, 0.189, 0.000], [-0.152, 0.024, 0.000], [0.145, -0.043, 0.001], [-0.019, 0.245, -0.001], [0.031, 0.102, 0.000], [0.170, 0.074, 0.000], [-0.698, -0.438, 0.001], [0.856, -0.141, 0.000], [0.230, -0.196, 0.000], [0.036, 0.548, -0.001], [0.184, -0.662, 0.000], [-0.055, 0.021, 0.000], [-1.027, -0.331, 0.000], [0.250, 0.022, 0.000], [0.821, -0.029, 0.000], [-0.070, -0.023, 0.000], [0.069, 0.061, -0.035], [0.069, 0.060, 0.036], [0.080, -0.049, 0.000], [-0.269, 0.451, 0.000]], "lowdin_charge": [1.2427, 0.0076, -0.0587, -0.0594, -0.1332, -0.1228, 0.0423, 0.0108, 0.0113, -0.1334, 0.0504, -0.0042, -0.0773, -0.0810, -0.1312, 0.1227, 0.1229, 0.1319, 0.1287, 0.1271, 0.1303, 0.1205, 0.0797, 0.0243, -0.3093, 0.0221, -0.1273, -0.0412, 0.1903, -0.4812, 0.1658, 0.1280, -0.5474, 0.0994, -0.1818, 0.0418, 0.1052, 0.1053, 0.1891, 0.0890]}